Density functional theory data (ωB97M-V/def2-TZVPD) for 4 unconnected molecules or ions with the total composition C22H22I2O11.

## Properties
Lowest unoccupied orbital energy = -0.076 Eh
2S+1 = 1
Energy = -61880.66738 eV
Frontier orbital gap = 7.34 eV
SMILES = C[C@@H](I)[C@H](I)c1ccc2c(c1)C(=O)C=CC2=O.O=C1OCCO1.O=C1OCCO1.O=C1OCCO1
HOMO = -9.41 eV

The geometry in XYZ format:
```
57
Properties=species:S:1:pos:R:3:forces:R:3:lowdin_charge:R:1
C -2.744 3.655 -1.534 0.16 0.39 -0.26 -0.161
C -2.363 3.612 -3.162 -2.35 -1.06 0.81 -0.779
I -0.604 4.857 -3.649 -0.85 -0.67 0.31 0.751
C -2.204 2.039 -3.706 2.03 0.59 0.91 -0.735
I -4.116 1.388 -4.570 0.95 0.25 0.54 0.800
C -1.661 1.093 -2.467 1.84 -2.21 2.70 -0.181
C -2.502 -0.116 -1.743 2.85 0.46 1.17 -0.024
C -1.922 -1.034 -0.474 2.92 3.28 -1.75 0.020
C -0.404 -0.687 0.049 -0.77 1.38 -1.79 -0.039
C 0.517 0.508 -0.672 -3.01 -0.21 -1.26 -0.009
C -0.112 1.415 -1.928 -1.66 -3.50 2.35 0.056
C 2.067 0.777 -0.105 2.99 0.66 -2.66 -0.215
O 3.087 1.060 -0.924 -6.43 -1.54 5.22 -0.035
C 2.223 0.608 1.552 -2.87 -3.16 0.57 0.018
C 1.391 -0.485 2.198 1.90 2.84 -1.83 0.007
C 0.356 -1.462 1.321 -0.49 -3.86 0.24 -0.191
O 0.183 -2.774 1.593 1.01 8.24 -1.47 -0.062
H -3.571 2.844 -1.266 1.66 1.85 -0.85 0.103
H -1.819 3.431 -0.853 -1.66 0.43 -1.49 0.074
H -3.130 4.743 -1.301 0.66 -2.31 -0.45 0.081
H -3.272 4.095 -3.749 2.15 -1.02 1.21 0.038
H -1.411 2.026 -4.596 -1.83 -0.17 2.05 0.084
H -3.589 -0.403 -2.112 2.59 0.87 0.74 0.060
H -2.579 -1.891 0.033 1.71 2.19 -1.30 0.115
H 0.566 2.261 -2.373 -1.57 -1.85 0.85 0.067
H 2.934 1.326 2.187 -1.65 -1.91 -1.70 0.133
H 1.469 -0.617 3.375 -0.23 0.01 -2.84 0.124
O -5.444 5.123 -2.807 1.00 2.09 -1.33 0.117
C -5.003 6.089 -3.407 -0.97 -1.81 1.17 -0.531
O -5.271 6.373 -4.715 0.16 -0.49 0.93 0.064
C -4.769 7.672 -4.965 -0.20 0.70 -0.90 -0.136
C -3.714 7.840 -3.920 0.92 0.81 -0.05 -0.144
O -4.176 7.026 -2.858 -0.69 -0.80 -0.14 0.049
H -4.365 7.743 -5.979 -0.16 -0.17 0.14 0.139
H -5.585 8.394 -4.856 0.06 -0.07 0.01 0.137
H -2.737 7.470 -4.249 -0.08 0.00 0.04 0.103
H -3.611 8.879 -3.596 -0.03 -0.25 0.13 0.139
O 2.300 -8.368 2.205 0.01 2.61 -0.93 0.134
C 2.287 -7.229 1.768 -0.13 -2.55 0.69 -0.511
O 1.736 -6.867 0.572 0.56 -0.59 0.90 0.068
C 1.723 -5.453 0.537 -0.70 0.79 -0.69 -0.139
C 2.809 -5.075 1.491 0.53 1.10 -0.02 -0.149
O 2.823 -6.151 2.411 -0.35 -0.86 -0.14 0.037
H 1.914 -5.088 -0.476 -0.07 -0.22 0.12 0.142
H 0.739 -5.100 0.863 0.17 0.01 -0.02 0.120
H 3.789 -5.012 1.006 -0.06 -0.04 0.02 0.140
H 2.604 -4.131 2.003 -0.01 -0.22 0.02 0.120
O 5.434 -2.765 7.496 -0.95 -1.91 -1.76 0.131
C 5.019 -3.612 6.723 0.91 1.76 1.71 -0.516
O 4.832 -4.925 7.046 0.32 1.01 -0.07 0.064
C 4.136 -5.519 5.965 -0.53 -1.08 -0.07 -0.134
C 4.471 -4.630 4.812 -0.15 -0.23 -1.16 -0.140
O 4.683 -3.371 5.422 0.19 0.11 0.97 0.061
H 4.470 -6.548 5.808 -0.01 0.20 0.18 0.142
H 3.065 -5.523 6.194 0.09 0.01 -0.04 0.139
H 5.390 -4.935 4.301 -0.07 0.00 0.05 0.142
H 3.660 -4.575 4.080 0.22 0.13 0.23 0.110
```
Positions in Å, forces in eV/Å.